Entry from the OMol25 dataset: a molecular structure, C15H27AsClN4O2PdSbSe4 (the ωB97M-V functional and the def2-TZVPD basis).

Geometry (Å):
Pd1 -0.32352 0.07661 -0.62817
N1 2.11952 0.22721 -0.21866
C1 2.49822 1.19712 0.81902
C2 4.02636 1.33134 0.96830
C3 4.60493 0.46993 2.10883
C4 5.25793 1.23442 3.25103
N2 4.18932 1.79268 4.09827
C5 3.38525 2.75034 3.63880
N3 3.86193 3.79288 2.91063
N4 2.10686 2.74543 3.99030
C6 1.75286 2.58100 0.70944
O1 2.47222 3.62631 0.84463
O2 0.52257 2.56435 0.60117
H1 2.34901 -0.71295 0.10805
H2 2.65350 0.41331 -1.06123
H3 2.09021 0.78701 1.75082
H4 4.24162 2.39031 1.08535
H5 4.50916 1.03498 0.03225
H6 5.30611 -0.27311 1.72101
H7 3.81662 -0.12359 2.57670
H8 5.95256 2.01666 2.93484
H9 5.80964 0.52734 3.86884
H10 3.68777 1.04211 4.61109
H11 4.84862 3.73308 2.72044
H12 3.29503 3.93553 2.04939
H13 1.71657 1.83871 4.30594
H14 1.50476 3.41893 3.54312
C7 -3.53588 -1.02353 0.13993
As1 -2.40733 0.55067 0.09493
C8 -3.41781 1.44580 -1.38703
C9 -2.89129 1.54155 1.69226
C10 -4.15488 2.32898 1.50718
C11 -4.11975 3.62455 0.99811
C12 -5.28818 4.27979 0.64305
C13 -6.51772 3.65530 0.80343
C14 -6.56681 2.37397 1.33306
C15 -5.39495 1.72000 1.68367
H15 -4.51954 -0.77063 -0.25883
H16 -3.61318 -1.46419 1.13196
H17 -3.06071 -1.73851 -0.53031
H18 -4.48526 1.48190 -1.15320
H19 -3.26427 0.83630 -2.27632
H20 -3.05734 2.45570 -1.57487
H21 -2.03402 2.18488 1.89862
H22 -3.00026 0.79251 2.47481
H23 -3.15781 4.10382 0.85361
H24 -5.23737 5.27522 0.21851
H25 -7.42877 4.15753 0.50229
H26 -7.51816 1.87119 1.45856
H27 -5.43163 0.71123 2.08086
Cl1 -0.32952 0.86895 -2.85705
Se1 2.87516 -2.85881 2.27433
Sb1 0.76184 -1.96231 3.20708
Se2 -0.85036 -3.55699 4.13181
Se3 1.37850 -0.39632 5.13629
Se4 -0.55442 -0.73976 1.45644

Values from the calculation:
E_LUMO   4.137 eV
Energy relative to the best compared isomer or geometry (same formula, charge and spin)   2.7505 eV
Calculated total energy   -370817.928 eV
Total charge   -2
Kohn-Sham gap   5.817 eV
Spin multiplicity   1

Entry from the OMol25 dataset: a molecular structure, C31H30BrCsN4O7 (the ωB97M-V functional and the def2-TZVPD basis).

Geometry (Å):
Cs1 0.39562 -0.72064 0.40475
O1 3.39937 -0.97568 4.09850
C1 3.54174 -2.33521 4.40950
C2 2.20117 -3.03942 4.59419
N1 1.35186 -2.91656 3.44033
C3 -0.06009 -3.14892 3.69095
C4 -0.91526 -2.49345 2.58562
O2 -1.32799 -3.22293 1.66286
O3 -1.03049 -1.23705 2.64098
C5 1.88321 -3.53037 2.23963
C6 2.71569 -2.61970 1.29449
O4 3.19685 -3.18258 0.30116
O5 2.74027 -1.37942 1.55126
H1 3.08225 -0.97779 3.16208
H2 4.10791 -2.41556 5.34437
H3 4.12432 -2.84982 3.63327
H4 1.68989 -2.58176 5.44609
H5 2.40547 -4.10187 4.85819
H6 -0.30691 -2.67426 4.64357
H7 -0.30902 -4.22290 3.75302
H8 1.05119 -3.89534 1.63231
H9 2.50331 -4.41252 2.46729
Br1 2.52745 2.43200 -10.09293
C7 1.19945 1.26610 -9.37896
C8 -0.10613 1.36937 -9.81944
C9 -1.06359 0.50605 -9.30488
C10 -0.73155 -0.44413 -8.34122
C11 0.60050 -0.53167 -7.91770
C12 1.56202 0.31671 -8.43341
N2 -1.68852 -1.42600 -7.99201
N3 -1.91066 -1.78570 -6.79616
C13 -1.54065 -1.11712 -5.66471
C14 -1.24078 0.26010 -5.56053
C15 -0.96424 0.87465 -4.37333
C16 -0.92592 0.15966 -3.12193
O6 -0.64242 0.69199 -2.04356
C17 -1.28362 -1.28029 -3.20487
N4 -1.28542 -1.95276 -2.03805
C18 -1.62977 -3.21954 -2.03005
C19 -1.98979 -3.90475 -3.20115
C20 -1.96911 -3.24018 -4.39903
C21 -1.61265 -1.87665 -4.43549
H10 -0.37421 2.11087 -10.56053
H11 -2.08842 0.55716 -9.65001
H12 0.87434 -1.26215 -7.16804
H13 2.58855 0.24513 -8.10007
H14 -1.27590 0.87551 -6.45057
H15 -0.77097 1.93927 -4.33326
H16 -1.61933 -3.71215 -1.06205
H17 -2.26775 -4.95021 -3.14731
H18 -2.22057 -3.73524 -5.32704
C22 -1.45248 5.24430 7.14735
C23 -1.08455 4.40953 5.95029
C24 -1.39677 3.06188 5.89409
C25 -1.04414 2.27100 4.80370
C26 -1.39712 0.80874 4.82326
C27 -0.36510 2.86236 3.72797
C28 0.00535 2.00036 2.57023
O7 0.51964 2.42120 1.55677
C29 -0.03306 4.23257 3.76801
C30 0.71469 4.93767 2.66826
C31 -0.40188 4.97607 4.88059
H19 -2.08112 4.68464 7.83965
H20 -1.99147 6.14562 6.84927
H21 -0.55849 5.56329 7.68808
H22 -1.92349 2.60146 6.72345
H23 -1.91584 0.56498 5.75068
H24 -0.52163 0.16507 4.73054
H25 -2.02991 0.51953 3.98406
H26 -0.21149 0.92379 2.68143
H27 0.15179 4.93207 1.73616
H28 1.65779 4.44192 2.44508
H29 0.91071 5.97011 2.96280
H30 -0.14215 6.02956 4.91215

Values from the calculation:
E_LUMO   3.528 eV
Energy relative to the best compared isomer or geometry (same formula, charge and spin)   0.4953 eV
Calculated total energy   -123519.998 eV
Total charge   -2
Kohn-Sham gap   5.781 eV
Spin multiplicity   1

Entry from the OMol25 dataset: a molecular structure, C5H10O2 (the ωB97M-V functional and the def2-TZVPD basis).

Geometry (Å):
C1 -1.75138 -0.41242 -0.19624
C2 -0.73522 0.28284 0.68796
C3 0.81441 -1.00325 0.71487
O1 0.66127 -1.86805 -0.25644
C4 1.59155 0.28681 0.43121
C5 0.37313 1.10146 0.16240
O2 0.40140 0.90308 -1.64148
H1 -2.33730 0.26015 -0.85223
H2 -2.48814 -0.94470 0.41779
H3 -1.34456 -1.19015 -0.85409
H4 -1.28759 0.84730 1.45377
H5 0.91693 -1.49701 1.68890
H6 0.78900 -0.88364 -1.29738
H7 2.07713 0.59713 1.36260
H8 2.39106 0.23914 -0.32700
H9 0.46191 2.17886 0.34401
H10 -0.53358 1.10246 -1.83865

Values from the calculation:
E_LUMO   0.602 eV
Energy relative to the best compared isomer or geometry (same formula, charge and spin)   6.3511 eV
Calculated total energy   -9436.692 eV
Kohn-Sham gap   8.746 eV
Spin multiplicity   1

Entry from the OMol25 dataset: a molecular structure, C28H29B2F6N8STb (the ωB97M-V functional and the def2-TZVPD basis).

Geometry (Å):
Tb1 1.39760 0.93021 0.78471
F1 4.87115 -0.46128 5.04327
C1 3.60693 -0.47485 4.56793
C2 3.39281 -0.41782 3.20276
C3 2.10592 -0.46331 2.63195
C4 1.02873 -0.59363 3.56845
C5 1.28386 -0.55853 4.94318
F2 0.27214 -0.50959 5.85253
C6 2.55738 -0.50454 5.46769
C7 -0.33890 -0.79490 3.05737
C8 -1.34610 -1.39040 3.83362
C9 -2.60848 -1.58177 3.31223
C10 -2.84610 -1.22768 1.99117
C11 -1.79762 -0.68065 1.27971
N1 -0.58664 -0.44370 1.77660
H1 4.27579 -0.32457 2.57516
H2 2.70608 -0.47408 6.53353
H3 -1.14138 -1.70558 4.84196
H4 -3.39256 -2.01584 3.91499
H5 -3.81096 -1.37465 1.53284
H6 -1.93652 -0.41568 0.23895
B1 4.16655 1.08499 -0.73974
C12 2.73537 1.33816 -1.29353
N2 1.59446 1.41087 -1.52063
H7 4.76317 2.10929 -0.66324
H8 4.70415 0.27560 -1.43003
H9 3.90755 0.62179 0.40232
F3 1.94301 3.07489 1.00529
B2 1.50619 3.07852 2.38675
F4 2.50348 2.45611 3.08264
F5 1.12677 4.29292 2.78870
F6 0.37793 2.16822 2.36972
S1 1.66850 -4.74280 -3.77154
C13 1.46964 -3.45297 -2.58216
C14 2.43441 -3.26435 -1.59654
C15 2.26546 -2.23584 -0.68663
N3 1.23592 -1.38452 -0.71286
C16 0.32603 -1.57054 -1.67041
C17 0.38692 -2.57970 -2.61121
C18 -0.03727 -5.31448 -3.83599
C19 -0.51835 -6.10323 -2.80359
C20 -1.83906 -6.52237 -2.87185
N4 -2.65209 -6.20058 -3.86196
C21 -2.17531 -5.47105 -4.85111
C22 -0.86667 -5.00556 -4.90023
H10 3.28557 -3.92285 -1.53500
H11 2.97868 -2.08597 0.11787
H12 -0.49929 -0.87284 -1.68942
H13 -0.38184 -2.67891 -3.35938
H14 0.11720 -6.39288 -1.98312
H15 -2.25549 -7.14973 -2.09647
H16 -2.87239 -5.23932 -5.64691
H17 -0.51213 -4.42951 -5.74050
C23 -1.77796 3.04915 0.72495
N5 -0.72036 2.70237 -0.25061
C24 -0.11948 3.98694 -0.70343
N6 -1.09931 4.88768 -1.27713
C25 -2.11253 5.16539 -0.26992
N7 -2.77666 3.94029 0.16403
C26 -3.37725 3.30627 -0.99855
N8 -2.38227 2.99328 -2.01978
C27 -1.38770 2.11067 -1.43073
C28 -1.73317 4.24175 -2.41357
H18 -1.32987 3.55298 1.58443
H19 -2.26946 2.12965 1.06696
H20 0.65192 3.76885 -1.44951
H21 0.33145 4.50197 0.14825
H22 -2.85744 5.84450 -0.69123
H23 -1.63698 5.63984 0.59251
H24 -4.12452 3.98296 -1.42058
H25 -3.86524 2.37831 -0.68449
H26 -0.63084 1.87583 -2.18543
H27 -1.89948 1.18919 -1.12633
H28 -2.48806 4.91019 -2.83725
H29 -0.97500 4.03342 -3.17240

Values from the calculation:
E_LUMO (alpha / beta)   -0.833 / -0.248 eV
Calculated total energy   -92360.626 eV
Kohn-Sham gap (alpha / beta)   7.760 / 8.384 eV
Spin multiplicity   7
<S²>   12.61

Entry from the OMol25 dataset: C3H2O3 in the gas phase (the ωB97M-V functional and the def2-TZVPD basis).

Geometry (Å):
O1 -0.65980 -1.40269 -1.45106
C1 -0.86437 -0.39306 -0.83483
C2 0.18944 0.47889 -0.30247
O2 1.64917 0.20921 -0.14593
C3 0.84876 0.18437 0.95164
O3 0.17999 1.42463 0.77063
H1 -1.92678 0.10165 -0.62546
H2 0.58359 -0.60300 1.63749

Values from the calculation:
E_LUMO   0.171 eV
Energy relative to the best compared isomer or geometry (same formula, charge and spin)   4.8800 eV
Structure (SMILES)   O=C[C@]12O[C@@H]1O2
Calculated total energy   -9280.646 eV
Kohn-Sham gap   10.147 eV
Spin multiplicity   1

Entry from the OMol25 dataset: 2 unconnected molecules or ions with the total composition C14H30NO5P (the ωB97M-V functional and the def2-TZVPD basis).

Geometry (Å):
O1 -0.31222 -3.20659 4.00718
C1 -1.05482 -2.69776 3.26914
N1 -2.46269 -2.93461 3.17788
C2 -3.02562 -2.24790 1.98963
C3 -4.29579 -2.84339 1.36679
C4 -5.50941 -1.99260 1.82226
C5 -5.64185 -0.71322 0.97174
O2 -6.22698 0.33949 1.74457
C6 -1.75660 -2.17028 1.10876
C7 -0.79873 -1.64825 2.18587
C8 0.64698 -1.23937 1.81320
P1 0.74901 0.58257 1.75427
O3 2.05091 1.07491 1.34962
O4 0.32305 1.18519 3.19940
O5 -0.38528 0.98278 0.64867
H1 -2.89197 -2.62652 4.04440
H2 -3.28834 -1.23642 2.34610
H3 -4.47168 -3.88231 1.64765
H4 -4.18456 -2.78047 0.28010
H5 -5.34923 -1.63963 2.84546
H6 -6.42894 -2.57987 1.81232
H7 -6.27865 -0.86782 0.10104
H8 -4.64118 -0.39410 0.65417
H9 -5.50918 0.81041 2.18018
H10 -1.82983 -1.66417 0.15237
H11 -1.49773 -3.23805 1.04873
H12 -1.28423 -0.72536 2.54166
H13 1.40221 -1.60956 2.50746
H14 0.88199 -1.57820 0.80149
H15 -0.64550 1.21075 3.25671
H16 -0.56620 1.92697 0.79724
C9 1.31197 1.92334 -2.43589
C10 2.63508 1.61462 -1.74019
C11 3.69853 2.68595 -1.97922
C12 4.11666 2.86951 -3.44087
C13 4.65575 1.60902 -4.11653
C14 5.92599 1.07330 -3.46339
H17 1.42356 1.97755 -3.52089
H18 0.57790 1.14327 -2.22287
H19 0.90250 2.87501 -2.08683
H20 3.00001 0.63462 -2.06321
H21 2.45625 1.53661 -0.66744
H22 4.57816 2.44995 -1.37412
H23 3.32605 3.64519 -1.60445
H24 4.88181 3.65190 -3.48765
H25 3.26954 3.24643 -4.02134
H26 4.87142 1.84225 -5.16326
H27 3.89184 0.82696 -4.13104
H28 6.72098 1.82159 -3.49116
H29 6.28132 0.18667 -3.99199
H30 5.75773 0.78963 -2.42372

Values from the calculation:
E_LUMO   -0.377 eV
Structure (SMILES)   O=C1N[C@H](CCCO)C[C@@H]1CP(=O)(O)O.CCCCCC
Calculated total energy   -36023.271 eV
Kohn-Sham gap   9.629 eV
Spin multiplicity   1